No. 1
This record from OMol25 describes C2H5FN2 in the gas phase in a non-equilibrium geometry. The level of theory is ωB97M-V/def2-TZVPD.

Its LUMO energy is 0.8941 eV. As for the total energy: -288.518160 a.u. The relative energy (zero: lowest compared OMol25 entry of this formula, charge and spin) is 1.377 eV. Its frontier orbital gap is 0.3637 Eh. As for the SMILES: [H]/N=C(/N)CF. As for the spin multiplicity: 1.

```
10
C2H5FN2, DFT ωB97M-V/def2-TZVPD
C 0.465 0.194 -0.250
H 0.417 -0.018 1.670
N 0.115 -0.902 -0.956
C -0.299 0.380 0.901
H -0.640 1.393 0.881
F -1.498 -0.404 0.744
H 0.649 -1.442 -1.899
H -0.718 -1.375 -0.495
N 1.506 0.882 -0.568
H 1.428 1.771 -0.086
```


No. 2
This record from OMol25 describes 5 unconnected molecules or ions with the total composition C20H48N4O7. The level of theory is ωB97M-V/def2-TZVPD.

Its LUMO energy is 3.0433 eV. The total charge is -2. As for the total energy: -1536.316101 a.u. The relative energy (zero: lowest compared OMol25 entry of this formula, charge and spin) is 0.000 eV. Its frontier orbital gap is 0.0385 Eh. As for the spin multiplicity: 1.

```
79
C20H48N4O7, DFT ωB97M-V/def2-TZVPD
H -0.337 0.150 0.083
O 6.210 1.513 -0.597
H -1.371 3.428 -2.300
H 3.291 1.168 -1.783
H 4.206 -0.149 -0.983
H 0.397 4.035 -0.084
N -0.937 -2.828 3.140
H 2.513 -2.332 -7.671
H -3.752 0.008 0.812
H -4.975 3.024 8.959
C 4.259 0.656 -1.748
H -7.311 2.200 5.387
O -2.195 -0.433 2.028
H -0.040 1.463 1.248
H 1.251 0.309 0.862
C -4.367 2.094 7.110
H 3.752 -4.560 -7.787
H -0.851 -0.051 3.457
H 3.706 -1.608 -8.487
O 0.911 1.669 -0.594
H 5.060 2.700 -1.708
H -3.513 2.779 7.104
H -1.289 -2.797 2.187
C 4.657 -3.945 -7.755
H 3.660 -0.237 -3.559
H 0.496 4.608 -1.578
H -2.508 1.885 -0.598
C -2.042 2.844 -0.365
H -5.913 3.558 7.557
C 5.249 1.678 -1.316
N -0.177 4.335 -0.868
C 4.583 0.181 -3.148
H -3.562 -2.931 3.289
C 4.380 -2.695 -6.912
H -7.649 0.499 5.008
C 0.408 0.863 0.447
O 5.275 -2.053 -2.725
H -7.340 0.980 6.684
H 6.438 -2.574 -6.243
C 6.330 -3.346 -9.350
H 3.948 -3.057 -5.974
H -1.248 -1.832 4.927
H -3.097 0.493 7.165
C -3.575 -0.532 1.742
H -3.891 -1.570 1.602
O -5.701 0.890 5.397
H -0.569 1.080 -1.904
N -3.900 0.830 7.687
C -5.430 2.697 8.024
C 5.630 -1.906 -6.544
H 6.575 -3.633 -10.376
C 0.014 1.971 -1.632
N 3.383 -1.822 -7.548
H 5.451 -4.545 -7.291
C 5.633 -0.930 -3.200
H -2.992 -3.442 4.868
H 5.447 -1.245 -5.699
O 4.985 -3.705 -9.120
H -2.807 3.621 -0.411
H 6.494 -2.273 -9.238
H 0.642 2.223 -2.490
H -4.622 0.131 7.538
H 7.003 -3.872 -8.665
H 5.979 -1.284 -7.373
C -4.804 1.954 5.649
H 0.013 -2.475 3.076
H -4.179 -0.079 2.535
H -1.681 2.801 0.663
H -3.802 -1.878 4.689
C -1.841 -0.510 3.390
O 6.745 -0.701 -3.750
C -0.912 3.158 -1.342
H -3.919 1.731 5.049
H -6.200 1.968 8.277
H -2.530 0.102 3.990
C -1.751 -1.930 3.959
H -5.223 2.897 5.273
C -7.063 1.165 5.642
C -3.109 -2.577 4.216
```


No. 3
This record from OMol25 describes a molecular structure, C22H29N3O5 in a non-equilibrium geometry. The level of theory is ωB97M-V/def2-TZVPD.

Its LUMO energy is -1.1842 eV. As for the total energy: -1395.596383 a.u. The relative energy (zero: lowest compared OMol25 entry of this formula, charge and spin) is 19.432 eV. Its frontier orbital gap is 0.2862 Eh. As for the spin multiplicity: 1.

```
59
C22H29N3O5, DFT ωB97M-V/def2-TZVPD
O 2.092 6.609 3.001
N 1.733 1.054 0.906
H -3.453 -2.816 -4.710
H -3.036 -7.131 -6.024
H 4.338 3.619 2.702
C -2.580 -4.874 -4.801
H 0.009 7.149 3.545
H 1.955 3.560 0.636
H 1.217 3.499 4.806
C 2.879 3.168 1.195
H -1.329 -7.278 -4.976
H 0.575 2.824 2.632
H -2.251 -7.363 -2.399
C 1.448 -2.173 -0.631
H -3.835 -6.195 -3.980
H -2.661 -8.194 -4.592
H -1.554 0.385 -1.870
H 1.049 7.615 4.921
C 1.477 2.197 3.156
C 0.453 -2.377 -1.819
C 2.041 3.272 4.028
H -1.220 7.670 5.779
C -0.862 6.703 5.642
C 0.512 1.255 0.370
C -0.583 -1.597 -1.986
H 3.368 2.886 0.530
H 2.170 -2.920 -0.641
H 0.845 1.463 3.456
C 2.211 -0.344 0.966
H -1.574 6.158 5.172
C -2.565 -7.400 -5.022
C -2.715 -6.324 -4.111
H -0.431 6.442 6.644
C 1.813 5.660 3.545
C 1.421 -0.979 -0.174
H -2.688 -5.797 -1.838
O 3.426 -0.707 1.177
C 3.471 4.152 2.449
C -3.065 -3.522 -4.092
C 2.341 1.828 1.993
H 3.004 1.252 2.400
C -2.107 -6.276 -2.948
H -0.998 -6.143 -2.726
H -1.625 -4.621 -5.011
H 3.726 5.042 1.830
H -1.661 -3.778 -2.396
N -2.184 -3.156 -3.047
O -2.068 -0.997 -3.804
N 2.529 4.438 3.307
H 2.810 2.520 4.696
H -4.114 -3.960 -3.578
O -0.245 2.285 0.251
O 0.820 5.781 4.261
C 0.280 0.034 -0.499
H 0.278 -3.341 -2.307
H -3.145 -4.763 -5.766
C 0.273 6.820 4.518
C -0.525 -0.374 -1.609
C -1.490 -1.940 -3.157
```


No. 4
This record from OMol25 describes 2 unconnected molecules or ions with the total composition H3N3O2 in a non-equilibrium geometry. The level of theory is ωB97M-V/def2-TZVPD.

Its LUMO energy is 0.2195 eV. As for the total energy: -316.392309 a.u. The relative energy (zero: lowest compared OMol25 entry of this formula, charge and spin) is 0.395 eV. Its frontier orbital gap is 0.3651 Eh. As for the SMILES: [H]/N=N/[H].O=NO. As for the spin multiplicity: 1.

```
8
H3N3O2, DFT ωB97M-V/def2-TZVPD
O -0.137 -1.626 -1.802
H -0.290 -0.783 -1.390
N -0.435 0.713 1.232
H 0.876 -0.354 0.401
H -1.147 1.438 1.115
N 0.125 0.295 0.227
O 0.658 -3.451 -1.156
N 0.485 -2.367 -0.824
```